Record 1
# C19H92Li6O35S

C19H92Li6O35S as an isolated structure at a distorted geometry (ωB97M-V with the def2-TZVPD basis set, the OMol25 dataset).

```
153
Properties=species:S:1:pos:R:3:mulliken_charge:R:1
Li -0.09 12.05 12.14 0.67
Li 6.31 13.94 8.02 0.79
Li 5.84 10.36 11.58 0.92
Li 2.57 10.97 11.43 -0.03
Li 1.89 12.99 9.51 0.37
Li 4.97 12.71 5.50 0.86
S 4.81 15.59 5.73 1.13
O 4.91 14.51 4.76 -0.97
O 4.85 14.93 7.05 -0.68
O 5.97 16.45 5.55 -0.73
O 3.61 16.41 5.47 -0.86
O 1.67 13.02 11.69 -0.02
C 2.62 13.27 12.75 -0.89
C 4.11 12.78 12.68 -0.57
O 4.32 11.36 12.49 -0.64
H 2.22 12.76 13.64 0.18
H 2.51 14.32 13.01 0.48
H 4.54 13.17 13.60 0.44
H 4.52 13.30 11.82 0.01
O 2.86 11.04 9.33 1.39
C 1.83 10.11 9.14 -0.64
C 0.47 9.96 9.98 1.46
O 0.63 10.14 11.40 0.61
H 2.33 9.17 9.36 0.00
H 1.73 10.16 8.06 -0.12
H -0.14 9.07 9.80 -0.65
H -0.21 10.72 9.59 -0.62
O 2.14 8.56 3.25 -0.66
H 1.97 8.27 4.15 0.38
H 1.64 9.37 3.16 0.26
O 6.29 8.53 12.59 -0.46
H 5.71 7.79 12.40 0.25
H 6.78 8.25 13.37 0.21
O 1.11 10.86 4.93 -0.42
H 0.35 11.03 5.49 0.05
H 0.91 11.31 4.11 0.24
O -1.75 12.96 11.35 -0.34
H -2.69 13.08 11.47 0.14
H -1.45 13.80 10.98 0.14
O 5.11 12.88 9.23 -0.36
H 5.54 12.45 9.96 0.13
H 4.26 12.45 9.16 -0.22
O -0.60 12.28 14.32 -0.43
H -1.26 11.95 14.93 0.18
H -0.41 13.16 14.64 0.19
O -1.30 15.52 10.13 -0.56
H -1.76 16.30 9.84 0.23
H -0.96 15.74 11.00 0.25
O 5.31 9.56 9.73 -0.31
H 4.50 9.94 9.40 -0.14
H 5.97 9.77 9.06 0.07
O 0.82 9.44 14.15 -1.01
H 0.77 9.52 13.20 0.41
H 0.80 10.35 14.46 0.23
O 2.94 14.80 8.86 -0.39
H 3.62 15.02 8.23 0.20
H 3.32 15.04 9.71 0.18
O -0.28 15.63 12.84 -0.70
H 0.22 14.83 12.95 0.19
H -0.71 15.77 13.68 0.28
O -1.03 8.09 12.53 -0.96
H -0.66 8.30 13.39 0.28
H -0.64 8.74 11.94 0.27
O 3.39 9.13 14.73 -0.71
H 3.64 9.83 14.13 0.31
H 2.43 9.09 14.66 0.39
O 1.44 15.54 6.70 -0.65
H 2.19 15.85 6.18 0.45
H 1.84 15.15 7.48 0.25
O 6.59 10.54 7.70 -0.56
H 6.51 11.37 7.23 0.09
H 7.35 10.11 7.31 0.22
O 3.32 11.83 6.32 0.13
H 3.13 11.59 7.23 -0.19
H 2.63 11.41 5.81 0.02
O 0.20 13.57 8.68 0.41
H -0.42 14.23 8.98 0.03
H -0.21 13.18 7.91 -0.01
O 7.29 11.64 10.77 -0.46
H 8.08 11.56 10.23 0.20
H 7.52 12.31 11.43 0.25
O 2.41 6.73 11.62 -0.69
H 3.10 6.67 10.95 0.48
H 2.28 7.67 11.74 0.16
O -0.05 5.67 12.06 -0.73
H -0.62 6.44 12.13 0.45
H 0.73 6.00 11.63 0.37
O 4.51 6.81 9.82 -0.68
H 5.39 6.43 9.81 0.29
H 4.65 7.75 9.85 0.25
O 5.56 10.88 4.95 -0.39
H 6.15 10.34 5.47 0.20
H 5.15 10.28 4.33 0.22
C 1.03 7.04 6.59 -0.58
C 1.09 5.66 7.31 0.87
C -0.18 5.37 8.04 -1.18
O 1.27 4.66 6.34 -0.59
H 1.11 7.89 7.27 0.15
H 0.16 7.20 5.94 0.55
H 1.97 7.20 6.06 -0.28
H 1.93 5.71 8.00 -0.19
H -0.46 6.19 8.70 -0.12
H -0.22 4.49 8.68 0.49
H -1.05 5.26 7.39 0.40
H 1.10 3.82 6.78 0.39
C -3.27 7.91 9.39 -1.65
C -3.67 9.18 10.09 2.37
C -5.07 9.51 9.99 -1.89
O -3.31 9.08 11.43 -0.64
H -2.20 7.70 9.33 0.24
H -3.56 7.82 8.34 0.43
H -3.66 7.05 9.93 0.44
H -3.18 9.98 9.53 -0.72
H -5.19 10.38 10.63 0.42
H -5.74 8.71 10.33 0.41
H -5.30 9.75 8.95 0.34
H -2.56 8.51 11.58 0.29
C 2.89 11.90 16.41 -0.60
C 3.44 10.93 17.46 0.18
C 2.30 10.03 18.00 -1.16
O 4.36 10.01 16.97 -0.63
H 2.57 11.32 15.54 -0.22
H 3.68 12.56 16.06 0.21
H 2.11 12.57 16.76 0.45
H 3.87 11.42 18.33 0.39
H 1.84 9.43 17.23 0.15
H 1.65 10.65 18.62 0.39
H 2.68 9.35 18.77 0.36
H 3.94 9.69 16.16 0.51
C -2.13 10.32 6.62 -1.10
C -2.26 11.87 6.56 0.48
C -2.94 12.47 7.83 -0.83
O -0.99 12.45 6.44 -0.43
H -1.39 9.95 5.91 0.35
H -3.09 9.88 6.36 0.50
H -1.82 10.01 7.61 -0.13
H -2.89 12.08 5.70 0.42
H -3.93 12.09 8.07 0.40
H -3.05 13.55 7.74 0.40
H -2.27 12.38 8.69 -0.19
H -1.01 13.15 5.79 0.17
C 4.51 7.96 6.33 0.46
C 5.50 7.30 5.48 0.33
C 6.81 6.72 6.14 -1.27
O 4.90 6.22 4.86 -0.49
H 4.26 7.28 7.14 0.40
H 3.63 8.36 5.81 -0.36
H 4.95 8.84 6.80 -0.20
H 5.78 7.97 4.67 0.13
H 7.37 7.55 6.58 0.15
H 7.47 6.16 5.47 0.40
H 6.60 6.10 7.01 0.26
H 5.39 6.11 4.03 0.39
```

Gap between HOMO and LUMO ... 5.55 eV
HOMO level ... -7.6 eV
E_LUMO ... -2.0 eV
Total charge ... 0
DFT total energy ... -3856.28189 a.u.

---

Record 2
# C19H9BCl5F2NO4PtS

C19H9BCl5F2NO4PtS as an isolated structure at a distorted geometry (ωB97M-V with the def2-TZVPD basis set, the OMol25 dataset).

```
43
Properties=species:S:1:pos:R:3:mulliken_charge:R:1
Pt -0.04 0.39 -0.98 1.12
O 1.60 3.66 -3.33 -0.53
C 1.32 2.59 -2.57 0.40
O 0.14 2.14 -2.56 -0.72
C 2.39 1.99 -1.85 0.49
C 3.72 2.47 -1.76 -0.92
C 4.64 1.75 -1.04 -0.33
C 4.27 0.54 -0.41 -0.70
C 2.95 0.14 -0.52 0.69
N 2.07 0.84 -1.20 0.09
C 2.39 -1.15 0.11 0.01
O 3.16 -1.97 0.58 -0.71
O 1.13 -1.25 0.06 -0.64
H 0.79 3.95 -3.77 0.37
H 3.96 3.40 -2.24 0.49
H 5.66 2.10 -0.95 0.43
H 4.97 -0.06 0.15 0.52
Cl -0.04 -1.42 -2.93 -0.10
C -0.88 -2.31 -1.72 0.99
C -1.81 -1.61 -0.91 -0.91
C -2.38 -2.35 0.15 0.29
Cl -3.57 -1.65 1.16 -0.11
C -2.06 -3.69 0.36 -0.08
Cl -2.80 -4.56 1.63 -0.19
C -1.17 -4.35 -0.49 0.41
Cl -0.86 -6.01 -0.29 -0.16
C -0.56 -3.64 -1.53 -0.01
Cl 0.59 -4.41 -2.53 -0.18
F -3.01 0.60 -0.46 -0.31
B -2.28 -0.15 -1.29 0.41
F -2.41 0.23 -2.56 -0.25
S -0.46 2.36 0.34 -0.26
C -1.22 1.67 1.74 0.70
C -2.11 2.45 2.48 -0.60
C -2.75 1.89 3.58 -0.60
C -2.48 0.58 3.95 -0.33
C -1.58 -0.18 3.23 -0.91
C -0.94 0.35 2.13 -0.29
H -2.30 3.46 2.18 0.46
H -3.45 2.49 4.14 0.39
H -2.99 0.15 4.81 0.41
H -1.35 -1.19 3.53 0.45
H -0.23 -0.24 1.57 0.71
```

Gap between HOMO and LUMO (alpha / beta) ... 4.63 / 6.01 eV
HOMO level (alpha / beta) ... -5.8 / -9.3 eV
E_LUMO (alpha / beta) ... -1.2 / -3.3 eV
Total charge ... 0
2S+1 ... 5
⟨S²⟩ ... 6.05
DFT total energy ... -4128.24450 a.u.
Energy relative to the best compared isomer or geometry (same formula, charge and spin) ... 187.17 kJ/mol

---

Record 3
# C2

A 2-piece molecular cluster, C2 overall at a distorted geometry (ωB97M-V with the def2-TZVPD basis set, the OMol25 dataset).

```
2
Properties=species:S:1:pos:R:3:mulliken_charge:R:1
C 0.60 -0.01 0.86 0.00
C -0.60 0.01 -0.86 0.00
```

Gap between HOMO and LUMO ... 6.34 eV
HOMO level ... -9.0 eV
E_LUMO ... -2.6 eV
Total charge ... 0
DFT total energy ... -75.71882 a.u.
Energy relative to the best compared isomer or geometry (same formula, charge and spin) ... 416.61 kJ/mol

---

Record 4
# C20H10ClF8N2O4PtSe

C20H10ClF8N2O4PtSe as an isolated structure at a distorted geometry (ωB97M-V with the def2-TZVPD basis set, the OMol25 dataset).

```
47
Properties=species:S:1:pos:R:3:mulliken_charge:R:1
Pt -0.75 -0.65 -0.76 1.11
Cl -0.86 -2.58 -3.38 -0.24
C -1.66 -2.10 -1.87 -0.82
H -1.71 -2.99 -1.23 0.37
H -2.66 -1.76 -2.12 0.38
F -4.89 4.97 -3.24 -0.32
C -3.92 4.06 -3.09 0.61
C -3.92 3.20 -2.01 -0.23
F -4.90 3.27 -1.11 -0.31
C -2.92 2.25 -1.87 0.36
F -3.04 1.43 -0.82 -0.25
C -1.86 2.12 -2.78 -0.12
Se -0.40 0.92 -2.73 -0.32
C -1.92 3.00 -3.87 0.29
F -0.97 2.92 -4.81 -0.31
C -2.91 3.94 -4.03 0.17
F -2.92 4.75 -5.11 -0.31
F 6.20 -0.65 -2.21 -0.26
C 5.14 -1.01 -2.98 0.75
F 5.06 -0.08 -3.95 -0.25
F 5.50 -2.17 -3.58 -0.29
C 3.88 -1.13 -2.19 0.48
C 3.15 -2.31 -2.16 -0.50
C 1.96 -2.33 -1.45 -0.62
N 1.49 -1.27 -0.80 -0.23
C 2.21 -0.13 -0.81 -0.13
C 3.41 -0.02 -1.50 -0.91
H 3.51 -3.19 -2.66 0.45
H 1.36 -3.23 -1.39 0.48
H 1.81 0.69 -0.23 0.43
H 3.96 0.91 -1.48 0.40
O -1.19 -1.63 1.18 -0.80
C -0.73 -0.65 1.85 0.83
O -0.37 0.42 1.32 -0.89
C -0.59 -0.85 3.33 0.15
C -0.51 -2.16 3.82 -0.55
C -0.31 -2.38 5.18 -0.55
C -0.20 -1.32 6.05 -0.42
C -0.29 -0.02 5.56 0.07
C -0.48 0.22 4.20 -0.33
N -0.17 1.09 6.47 1.01
O -0.10 0.85 7.66 -0.63
O -0.15 2.22 6.01 -0.60
H -0.61 -2.98 3.12 0.45
H -0.22 -3.40 5.54 0.39
H -0.03 -1.46 7.10 0.47
H -0.55 1.24 3.84 0.55
```

Gap between HOMO and LUMO ... 5.58 eV
HOMO level ... -4.2 eV
E_LUMO ... 1.4 eV
Total charge ... -1
DFT total energy ... -4958.48636 a.u.
Energy relative to the best compared isomer or geometry (same formula, charge and spin) ... 89.66 kJ/mol

---

Copy entry 4 word for word.
# C20H10ClF8N2O4PtSe

C20H10ClF8N2O4PtSe as an isolated structure at a distorted geometry (ωB97M-V with the def2-TZVPD basis set, the OMol25 dataset).

```
47
Properties=species:S:1:pos:R:3:mulliken_charge:R:1
Pt -0.75 -0.65 -0.76 1.11
Cl -0.86 -2.58 -3.38 -0.24
C -1.66 -2.10 -1.87 -0.82
H -1.71 -2.99 -1.23 0.37
H -2.66 -1.76 -2.12 0.38
F -4.89 4.97 -3.24 -0.32
C -3.92 4.06 -3.09 0.61
C -3.92 3.20 -2.01 -0.23
F -4.90 3.27 -1.11 -0.31
C -2.92 2.25 -1.87 0.36
F -3.04 1.43 -0.82 -0.25
C -1.86 2.12 -2.78 -0.12
Se -0.40 0.92 -2.73 -0.32
C -1.92 3.00 -3.87 0.29
F -0.97 2.92 -4.81 -0.31
C -2.91 3.94 -4.03 0.17
F -2.92 4.75 -5.11 -0.31
F 6.20 -0.65 -2.21 -0.26
C 5.14 -1.01 -2.98 0.75
F 5.06 -0.08 -3.95 -0.25
F 5.50 -2.17 -3.58 -0.29
C 3.88 -1.13 -2.19 0.48
C 3.15 -2.31 -2.16 -0.50
C 1.96 -2.33 -1.45 -0.62
N 1.49 -1.27 -0.80 -0.23
C 2.21 -0.13 -0.81 -0.13
C 3.41 -0.02 -1.50 -0.91
H 3.51 -3.19 -2.66 0.45
H 1.36 -3.23 -1.39 0.48
H 1.81 0.69 -0.23 0.43
H 3.96 0.91 -1.48 0.40
O -1.19 -1.63 1.18 -0.80
C -0.73 -0.65 1.85 0.83
O -0.37 0.42 1.32 -0.89
C -0.59 -0.85 3.33 0.15
C -0.51 -2.16 3.82 -0.55
C -0.31 -2.38 5.18 -0.55
C -0.20 -1.32 6.05 -0.42
C -0.29 -0.02 5.56 0.07
C -0.48 0.22 4.20 -0.33
N -0.17 1.09 6.47 1.01
O -0.10 0.85 7.66 -0.63
O -0.15 2.22 6.01 -0.60
H -0.61 -2.98 3.12 0.45
H -0.22 -3.40 5.54 0.39
H -0.03 -1.46 7.10 0.47
H -0.55 1.24 3.84 0.55
```

Gap between HOMO and LUMO ... 5.58 eV
HOMO level ... -4.2 eV
E_LUMO ... 1.4 eV
Total charge ... -1
DFT total energy ... -4958.48636 a.u.
Energy relative to the best compared isomer or geometry (same formula, charge and spin) ... 89.66 kJ/mol